{
  "formula": "C17H25ClORu",
  "method": "ωB97M-V/def2-TZVPD",
  "elements": ["C", "C", "C", "C", "Cl", "H", "H", "H", "H", "H", "H", "H", "H", "H", "C", "C", "C", "H", "C", "C", "H", "H", "H", "H", "C", "C", "C", "H", "C", "C", "H", "H", "H", "H", "Ru", "C", "C", "C", "O", "H", "H", "H", "H", "H", "H"],
  "coordinates": [[1.1610, -4.8726, 0.2256], [0.0442, -5.6356, 0.9257], [1.3508, -5.4642, -1.1655], [2.4461, -5.0709, 1.0191], [0.7460, -3.0712, 0.1110], [1.6022, -6.5300, -1.0737], [2.1577, -4.9676, -1.7078], [0.4427, -5.3774, -1.7654], [0.3129, -6.6998, 0.9725], [-0.9037, -5.5442, 0.3918], [-0.1108, -5.2762, 1.9450], [2.6796, -6.1435, 1.0639], [2.3469, -4.6990, 2.0409], [3.2898, -4.5548, 0.5570], [-2.3552, 1.6332, -0.9313], [-1.5066, 1.0720, -1.9312], [-1.1802, -0.2876, -1.5295], [-1.2193, 1.5376, -2.8708], [-1.8037, -0.5188, -0.2426], [-2.4151, 0.7183, 0.1801], [-2.7917, 0.9429, 1.1808], [-2.8503, 2.5870, -0.9914], [-0.6767, -1.0202, -2.1413], [-1.8069, -1.4598, 0.2882], [1.5419, 1.9574, 0.9264], [1.3575, 2.7236, -0.2696], [1.2910, 1.8286, -1.3834], [1.2735, 3.8042, -0.3290], [1.6335, 0.4930, -0.8945], [1.8272, 0.6029, 0.5386], [2.1586, -0.2059, 1.1858], [1.4332, 2.3289, 1.9509], [1.1278, 2.0961, -2.4264], [1.8194, -0.3781, -1.5072], [-0.2183, 0.9607, -0.2266], [-0.3549, 5.6791, 1.3778], [-1.3417, 4.6407, 0.9172], [-2.5297, 5.1486, 0.1467], [-1.1595, 3.4321, 1.1169], [-0.8780, 6.6142, 1.6183], [0.3873, 5.8710, 0.5858], [0.1590, 5.3052, 2.2675], [-2.3677, 5.0161, -0.9338], [-3.4150, 4.5731, 0.4377], [-2.7045, 6.2111, 0.3499]],
  "forces_ev_per_a": [[0.66, -1.01, -2.12], [-1.60, 0.20, 1.28], [-0.21, 0.54, -0.41], [0.98, 0.86, 1.33], [0.28, -1.37, 0.43], [-0.10, 0.35, 0.11], [0.02, -0.04, 0.04], [0.02, -0.07, 0.01], [0.29, 0.39, -0.18], [0.16, 0.02, -0.10], [0.05, -0.09, -0.03], [-0.40, 0.23, -0.18], [0.04, -0.11, -0.01], [-0.14, -0.04, -0.11], [-0.52, -0.63, -0.54], [-1.53, 0.17, -0.23], [-1.48, -0.91, -0.01], [-0.21, -0.18, 0.27], [-0.45, -0.33, -0.74], [0.28, -0.11, -0.91], [-0.11, -0.15, -0.52], [0.24, 0.12, 0.15], [-0.06, 0.05, -0.02], [-0.03, 0.14, 0.09], [-0.19, -0.22, -0.86], [0.85, 0.26, -0.34], [1.49, 0.80, -0.04], [-0.25, -0.33, 0.08], [1.97, 0.18, 0.44], [0.71, -0.41, -0.60], [-0.22, 0.29, -0.09], [0.24, -0.15, -0.55], [0.24, -0.03, 0.40], [0.09, 0.17, 0.01], [-1.06, 1.32, 3.86], [-0.09, -0.14, 0.44], [0.35, -0.88, -0.16], [-0.32, -0.04, 0.15], [-0.24, 1.36, -0.15], [0.33, -0.21, -0.13], [-0.28, 0.03, 0.17], [0.07, 0.12, -0.17], [0.03, 0.06, 0.26], [0.10, 0.10, -0.14], [-0.01, -0.30, -0.18]],
  "mulliken_spin": [-0.02, 0.12, 0.01, 0.10, 0.73, 0.00, 0.01, 0.01, 0.01, 0.00, 0.00, 0.01, 0.00, 0.00, 0.21, -0.04, -0.06, 0.01, 0.08, 0.07, 0.03, 0.04, 0.01, 0.02, 0.03, 0.26, -0.05, 0.03, -0.06, 0.12, 0.02, 0.02, 0.01, 0.01, 2.27, 0.00, 0.01, 0.00, 0.00, 0.00, 0.00, 0.00, 0.00, 0.00, 0.00],
  "homo_ev": [-12.063, -14.791],
  "charge": 2,
  "spin_multiplicity": 5,
  "fmax_ev_per_a": 4.2,
  "s2": 6.03
}

{
  "formula": "H10O5Tl",
  "method": "ωB97M-V/def2-TZVPD",
  "elements": ["Tl", "O", "H", "H", "O", "H", "H", "O", "H", "H", "O", "H", "H", "O", "H", "H"],
  "coordinates": [[0.0198, -0.4214, 0.4412], [2.6396, 2.8949, -0.5998], [3.3855, 2.6250, -1.1354], [2.7942, 3.8229, -0.4232], [3.9301, -1.5639, -1.1222], [4.6608, -1.1061, -0.7067], [4.3200, -2.3599, -1.4836], [-0.4000, 2.7260, 3.3742], [-0.7270, 2.5713, 4.2605], [0.0886, 3.5466, 3.4385], [-3.3029, -0.5140, -2.5076], [-3.3892, -0.9191, -3.3706], [-4.0430, 0.0903, -2.4510], [-3.0184, -3.5760, 0.8580], [-3.8815, -3.2847, 0.5640], [-3.0766, -4.5314, 0.8636]],
  "forces_ev_per_a": [[0.00, -0.05, 0.05], [-0.65, -0.67, 0.29], [0.68, -0.23, -0.58], [0.05, 1.01, 0.22], [-0.91, 0.40, 0.11], [0.74, 0.43, 0.39], [0.30, -0.90, -0.50], [-0.01, -0.59, -0.80], [-0.46, -0.22, 0.93], [0.46, 0.89, -0.01], [0.68, -0.16, 0.73], [0.01, -0.50, -0.93], [-0.78, 0.67, 0.12], [0.71, 0.71, 0.04], [-0.92, 0.32, -0.18], [0.09, -1.12, 0.12]],
  "mulliken_charge": [0.97, -0.39, 0.39, 0.40, -0.40, 0.40, 0.40, -0.39, 0.40, 0.40, -0.39, 0.40, 0.40, -0.37, 0.40, 0.40],
  "homo_ev": -21.317,
  "de_lowest_kj_mol": 185.3,
  "charge": 3,
  "fmax_ev_per_a": 1.1
}

{
  "formula": "C3H9O2S",
  "method": "ωB97M-V/def2-TZVPD",
  "elements": ["C", "O", "C", "C", "S", "H", "H", "H", "H", "H", "H", "H", "H", "H", "O"],
  "coordinates": [[-0.4570, 0.7052, 0.3243], [0.7629, 1.2382, 0.4114], [-0.7486, -0.6233, 0.9139], [0.5025, -1.4470, 0.9729], [0.7370, -2.2942, -0.6812], [-0.9147, 0.5455, -0.7383], [-1.3199, 1.4373, 0.6353], [-1.3048, -0.2903, 1.9018], [-1.4849, -1.2155, 0.2786], [0.5631, -2.2393, 1.6321], [1.3836, -0.8370, 1.1945], [0.9794, -1.3017, -1.4969], [-0.1748, 2.4590, -1.9688], [0.7538, 1.6814, -1.2098], [0.7223, 2.1817, -2.1698]],
  "forces_ev_per_a": [[-2.39, 0.85, -1.65], [-1.02, -0.26, -0.14], [-2.07, -0.67, 2.27], [1.00, 1.16, -1.90], [-0.06, -0.89, 1.12], [1.32, 0.95, 0.47], [1.51, -0.37, -0.32], [1.31, -1.60, -1.23], [0.60, 1.05, 0.93], [-0.47, -1.69, 1.44], [-0.20, -0.04, -0.18], [0.20, 1.00, -0.29], [-0.48, 0.75, -0.88], [1.13, 1.81, -3.31], [-0.36, -2.04, 3.66]],
  "mulliken_spin": [-0.02, 0.74, 0.00, -0.01, 0.00, 0.13, 0.12, 0.02, 0.01, 0.00, 0.00, 0.00, 0.00, 0.00, 0.02],
  "homo_ev": [-9.430, -9.424],
  "de_lowest_kj_mol": 156.2,
  "charge": 0,
  "spin_multiplicity": 2,
  "fmax_ev_per_a": 4.2,
  "s2": 0.76
}

{
  "formula": "C30H46FN2O8PS",
  "method": "ωB97M-V/def2-TZVPD",
  "elements": ["O", "C", "C", "O", "C", "C", "O", "C", "C", "C", "C", "F", "C", "O", "C", "C", "P", "O", "O", "S", "C", "H", "H", "H", "H", "H", "H", "H", "H", "H", "H", "C", "C", "C", "C", "C", "C", "N", "O", "C", "C", "C", "H", "H", "H", "H", "H", "H", "H", "H", "H", "H", "H", "H", "H", "H", "H", "H", "H", "H", "C", "C", "C", "C", "C", "C", "N", "O", "C", "C", "C", "H", "H", "H", "H", "H", "H", "H", "H", "H", "H", "H", "H", "H", "H", "H", "H", "H", "H"],
  "coordinates": [[-1.8267, 1.0328, 1.5958], [-0.6940, 1.1227, 1.1944], [0.0530, 2.4280, 1.1835], [-0.6734, 3.5436, 0.9359], [1.3549, 2.4091, 1.4771], [2.0047, 1.1141, 1.7752], [2.8857, 1.0221, 2.6043], [1.4750, -0.0747, 1.0083], [2.3089, -1.1245, 0.5853], [3.7976, -1.1589, 0.8301], [4.6756, -1.1705, -0.4133], [4.9321, -2.4442, -0.9213], [1.6988, -2.1560, -0.1232], [2.4275, -3.2584, -0.4955], [0.3416, -2.1468, -0.3989], [-0.4868, -1.1048, 0.0111], [-2.2445, -1.1565, -0.4883], [-3.0799, -1.3691, 0.8537], [-2.3732, -2.5910, -1.2151], [-2.8045, 0.2729, -1.6165], [0.1018, -0.0591, 0.7261], [-0.4092, 3.9047, 0.0760], [1.9373, 3.3197, 1.5301], [4.0391, -2.0192, 1.4587], [4.0941, -0.2809, 1.3927], [4.2384, -0.5628, -1.2098], [5.6448, -0.7360, -0.1623], [2.9022, -3.1021, -1.3192], [-0.0557, -2.9667, -0.9792], [-2.5223, -1.7269, 1.5607], [-2.0896, -3.3030, -0.6248], [-0.5276, -6.8178, 1.8766], [-1.3192, -5.8903, 2.8201], [-1.9286, -6.6899, 3.9753], [-3.1338, -7.5390, 3.5729], [-4.1789, -6.6947, 2.8460], [-3.6103, -5.9381, 1.6448], [-2.4050, -5.1640, 2.0845], [-2.7308, -4.0639, 2.6608], [-3.2743, -6.9077, 0.5028], [-4.6415, -4.9558, 1.1016], [-0.3409, -4.8574, 3.3674], [-0.4817, -6.4069, 0.8680], [0.4959, -6.9170, 2.2359], [-0.9384, -7.8235, 1.8197], [-2.2364, -5.9930, 4.7608], [-1.1455, -7.3204, 4.4027], [-2.8212, -8.3823, 2.9514], [-3.5795, -7.9734, 4.4692], [-5.0050, -7.3201, 2.5007], [-4.6027, -5.9714, 3.5493], [-2.7553, -6.3889, -0.3045], [-4.2033, -7.3097, 0.0990], [-2.6706, -7.7572, 0.8059], [-5.0094, -4.2819, 1.8707], [-5.4873, -5.5190, 0.7068], [-4.2247, -4.3523, 0.2935], [0.0620, -4.2340, 2.5666], [0.4871, -5.3814, 3.8449], [-0.8037, -4.2089, 4.1068], [3.2884, 7.4719, -2.0266], [2.6091, 6.1529, -2.4449], [2.5620, 6.0302, -3.9707], [1.5254, 6.9355, -4.6333], [0.1499, 6.7427, -3.9997], [0.1555, 6.9279, -2.4817], [1.2203, 6.0559, -1.8864], [0.8332, 4.8385, -1.7698], [0.3645, 8.4037, -2.1145], [-1.1895, 6.5141, -1.8965], [3.4357, 5.0117, -1.8635], [2.9453, 7.7965, -1.0445], [4.3659, 7.3240, -1.9648], [3.1240, 8.2817, -2.7339], [2.3399, 4.9911, -4.2329], [3.5597, 6.2471, -4.3596], [1.8332, 7.9828, -4.5733], [1.4705, 6.6972, -5.6967], [-0.5714, 7.4413, -4.4291], [-0.2098, 5.7354, -4.2308], [0.4915, 8.5189, -1.0376], [-0.5201, 8.9674, -2.4103], [1.2113, 8.8673, -2.6101], [-1.4696, 5.5046, -2.1876], [-1.9564, 7.1964, -2.2627], [-1.1754, 6.5684, -0.8067], [3.4340, 5.0427, -0.7727], [4.4637, 5.1154, -2.2109], [3.0662, 4.0395, -2.1803]],
  "forces_ev_per_a": [[0.19, 0.10, -0.19], [-0.17, -0.01, 0.26], [0.22, 0.00, -0.20], [-0.08, -0.13, -0.06], [-0.16, 0.02, -0.25], [-0.04, -0.04, 0.11], [0.05, 0.06, -0.23], [0.04, -0.02, -0.09], [-0.19, 0.29, 0.12], [0.00, -0.13, -0.02], [0.17, 0.37, 0.14], [-0.07, 0.06, -0.09], [-0.08, -0.06, -0.01], [-0.28, -0.16, -0.03], [-0.13, 0.11, 0.01], [0.09, -0.28, 0.18], [-0.21, 0.15, -0.08], [0.27, -0.11, -0.07], [0.25, 0.06, -0.03], [0.01, -0.09, 0.01], [0.23, -0.02, -0.04], [0.12, 0.21, -0.01], [0.02, -0.03, 0.23], [0.08, -0.04, -0.08], [-0.06, 0.01, 0.10], [-0.04, -0.12, -0.07], [0.03, -0.11, -0.02], [0.20, 0.02, 0.13], [0.09, -0.04, -0.04], [-0.29, -0.04, 0.22], [-0.22, -0.12, 0.02], [-0.08, 0.02, -0.08], [0.67, -0.27, -0.35], [-0.25, -0.02, 0.15], [0.05, 0.05, -0.08], [0.04, -0.05, 0.28], [-0.12, -0.28, -0.72], [-0.52, -0.10, 0.95], [0.22, 0.39, -0.34], [0.10, -0.01, 0.04], [-0.07, 0.12, 0.10], [-0.03, 0.14, 0.11], [0.02, 0.01, 0.00], [-0.01, 0.03, 0.06], [-0.04, 0.01, -0.02], [0.00, 0.06, -0.06], [0.03, 0.01, 0.00], [0.01, 0.02, -0.03], [0.00, -0.03, 0.00], [-0.01, 0.00, -0.03], [0.04, 0.07, -0.05], [0.00, 0.01, -0.01], [-0.04, 0.06, 0.01], [0.02, 0.02, 0.02], [0.06, 0.02, 0.00], [0.02, -0.03, -0.03], [-0.02, 0.00, 0.00], [0.01, -0.02, -0.02], [0.01, -0.03, -0.02], [-0.04, 0.02, -0.05], [-0.10, 0.04, 0.04], [0.57, 0.42, 0.34], [-0.17, -0.09, -0.21], [0.01, 0.02, 0.10], [0.13, -0.15, -0.21], [-0.25, 0.67, 0.36], [-0.17, -0.52, -1.09], [-0.09, -0.15, 0.62], [0.11, -0.01, 0.02], [-0.07, -0.18, 0.00], [-0.02, -0.18, -0.01], [0.01, -0.01, 0.01], [0.00, -0.06, -0.04], [-0.04, 0.00, 0.01], [-0.04, -0.01, 0.08], [0.03, -0.01, 0.02], [-0.01, 0.00, 0.03], [0.01, 0.02, -0.01], [-0.02, 0.02, 0.02], [0.01, -0.02, 0.09], [-0.01, -0.01, 0.01], [-0.05, -0.05, 0.00], [0.02, -0.03, 0.00], [0.04, -0.01, 0.01], [0.01, 0.04, 0.00], [0.01, 0.02, 0.00], [0.00, 0.03, 0.00], [0.01, 0.04, 0.00], [-0.05, 0.02, 0.04]],
  "mulliken_spin": [0.00, 0.00, 0.00, 0.00, 0.01, 0.00, 0.00, 0.00, 0.00, 0.00, 0.00, 0.00, 0.00, 0.00, 0.00, 0.00, 0.01, 0.00, 0.00, 0.00, 0.00, 0.00, 0.00, 0.00, 0.00, 0.00, 0.00, 0.00, 0.00, 0.00, 0.00, 0.02, 0.01, 0.03, -0.02, 0.03, 0.01, 0.35, 0.55, 0.02, -0.01, -0.01, -0.01, 0.00, 0.00, 0.00, 0.00, 0.00, 0.00, 0.00, 0.00, -0.01, 0.00, 0.00, 0.00, 0.00, 0.00, 0.00, 0.00, 0.00, 0.02, 0.01, 0.03, -0.02, 0.03, 0.01, 0.41, 0.52, 0.02, -0.01, -0.01, -0.01, 0.00, 0.00, 0.00, 0.00, 0.00, 0.00, 0.00, 0.00, -0.01, 0.00, 0.00, 0.00, 0.00, 0.00, 0.00, 0.00, 0.01],
  "homo_ev": [-8.578, -8.664],
  "charge": 0,
  "spin_multiplicity": 3,
  "fmax_ev_per_a": 1.2,
  "s2": 2.01
}